[1]
This record from the Open Molecules 2025 dataset describes one molecule with the formula C2H2Cl2O2S. The level of theory is ωB97M-V/def2-TZVPD.

The geometry in XYZ format:
```
9
Properties=species:S:1:pos:R:3:forces:R:3
C -0.02594 0.12140 -0.21431 -1.22 -0.04 1.68
C -3.23522 0.03018 -0.49138 0.21 0.90 0.11
O -1.43365 -1.72928 0.56618 0.34 -0.94 0.36
O 0.23151 0.15642 1.10262 0.82 1.07 -1.66
S -1.22894 -0.94960 -0.68546 0.31 -0.74 -0.46
Cl -2.93181 1.60579 0.22501 -0.33 -0.33 -0.11
Cl -4.15425 -0.96298 0.51643 -0.29 0.10 0.07
H -0.02630 1.04142 -0.70523 0.86 1.36 -0.99
H -0.09633 -0.68801 1.39540 -0.71 -1.39 1.00
```
Positions in Å, forces in eV/Å.

Summary:
Energy: -42076.3661 eV
F_max: 2.14 eV/A
HOMO-LUMO gap (spin up / spin down): 7.266 / 7.096 eV
Total charge: 0
HOMO energy (spin up / spin down): -8.88 / -8.85 eV

[2]
This record from the Open Molecules 2025 dataset describes a 2-piece molecular cluster, C2H2Cl2O3 overall. The level of theory is ωB97M-V/def2-TZVPD.

The geometry in XYZ format:
```
9
Properties=species:S:1:pos:R:3:forces:R:3
C 1.36404 -0.61462 0.71605 0.51 -1.12 2.75
C -0.59243 0.49255 -0.10740 -1.99 -0.56 -1.27
O 1.79066 -0.33982 1.77303 -0.01 0.20 -1.20
O -0.34326 1.27713 -1.16680 -0.09 0.39 -0.37
O -1.47685 -0.58476 -0.36711 1.59 2.46 -1.21
Cl 2.12061 -1.43526 -0.61590 0.66 -0.19 -0.95
Cl -0.91150 1.36939 1.36253 -0.19 0.14 -0.16
H -0.37879 0.85498 -2.04734 -0.17 -0.26 0.87
H -1.57248 -1.01958 0.45295 -0.31 -1.05 1.55
```
Positions in Å, forces in eV/Å.

Summary:
Energy: -33289.5652 eV
Spin multiplicity: 3
Expectation value of S²: 2.0064
F_max: 3.17 eV/A
HOMO-LUMO gap (spin up / spin down): 7.309 / 9.703 eV
Total charge: 0
HOMO energy (spin up / spin down): -6.81 / -11.55 eV

[3]
This record from the Open Molecules 2025 dataset describes C2H2Cl2S as an isolated structure. The level of theory is ωB97M-V/def2-TZVPD.

The geometry in XYZ format:
```
7
Properties=species:S:1:pos:R:3:forces:R:3
C -0.85291 0.71231 0.61579 -0.08 0.20 2.45
C 0.88825 -0.86880 -0.63068 -1.81 0.45 2.41
S -0.01020 0.57806 -0.78800 1.26 -1.51 -0.53
Cl -1.97208 2.01318 0.57354 -0.43 0.32 0.09
Cl 1.90630 -1.44323 -1.84375 0.15 -0.06 0.01
H -0.60306 0.39862 1.69317 -0.11 0.15 -2.19
H 0.64370 -1.39014 0.37994 1.03 0.44 -2.24
```
Positions in Å, forces in eV/Å.

Summary:
Energy: -37983.2624 eV
F_max: 3.05 eV/A
HOMO-LUMO gap (spin up / spin down): 7.533 / 7.480 eV
Total charge: 0
HOMO energy (spin up / spin down): -7.74 / -7.75 eV

[4]
This record from the Open Molecules 2025 dataset describes C2H2Cl2S as an isolated structure. The level of theory is ωB97M-V/def2-TZVPD.

The geometry in XYZ format:
```
7
Properties=species:S:1:pos:R:3:forces:R:3
C 0.36420 1.79367 -0.22428 -1.82 2.43 -0.11
C 0.38056 -2.26862 0.22240 -0.73 0.48 1.31
S -1.12746 1.18637 0.03785 1.19 0.66 -0.29
Cl -0.69337 -1.88318 1.59206 0.90 -0.30 -0.49
Cl -0.60800 -2.93989 -0.94770 -0.15 -0.31 -0.70
H 0.49208 2.99290 -0.33740 0.06 -3.07 0.32
H 1.19200 1.11875 -0.34294 0.55 0.11 -0.04
```
Positions in Å, forces in eV/Å.

Summary:
Energy: -37982.1600 eV
F_max: 3.08 eV/A
HOMO-LUMO gap: 7.834 eV
Total charge: 0
HOMO energy: -8.93 eV

[5]
This record from the Open Molecules 2025 dataset describes a 2-piece molecular cluster, C2H2Cl3F overall. The level of theory is ωB97M-V/def2-TZVPD.

The geometry in XYZ format:
```
8
Properties=species:S:1:pos:R:3:forces:R:3
C 0.23093 1.40649 -1.01586 0.11 0.00 -1.03
C -1.59663 -0.19294 0.13344 -0.60 0.43 -2.86
F -0.27048 1.76018 -2.23940 -0.40 0.17 1.19
Cl 0.31107 2.71932 0.15786 -0.07 -0.83 -0.91
Cl -2.44875 0.98637 0.87804 -1.05 1.52 1.02
Cl -2.50496 -1.15669 -0.99554 0.53 0.21 0.11
H 1.19094 0.94075 -1.30240 -0.33 -0.05 1.13
H -0.96046 -0.71697 0.72919 1.81 -1.46 1.36
```
Positions in Å, forces in eV/Å.

Summary:
Energy: -42387.4949 eV
F_max: 2.96 eV/A
HOMO-LUMO gap (spin up / spin down): 8.733 / 8.238 eV
Total charge: 0
HOMO energy (spin up / spin down): -9.20 / -8.72 eV

[6]
This record from the Open Molecules 2025 dataset describes a 2-piece molecular cluster, C2H2Cl3F3Si overall. The level of theory is ωB97M-V/def2-TZVPD.

The geometry in XYZ format:
```
11
Properties=species:S:1:pos:R:3:forces:R:3
C 1.53962 -0.56445 0.33467 0.63 -1.67 -0.35
C 0.85782 0.38044 -0.50665 -2.18 3.27 -2.70
F 0.76857 -1.61674 0.59715 -1.09 -1.84 0.00
F 2.75797 -1.10649 -0.02353 -0.32 0.70 -0.55
F 1.12989 1.69254 -0.06525 -0.06 -0.79 0.22
Si -2.04626 0.20042 0.05574 3.29 -1.36 0.23
Cl -2.60146 1.83395 -0.83737 -0.68 1.73 -0.45
Cl -2.55835 0.05132 2.04457 0.15 -0.02 -0.96
Cl -2.51383 -1.31777 -1.19601 -0.24 -0.31 0.39
H 1.63774 -0.07540 1.22053 0.99 1.52 2.80
H 1.02829 0.52219 -1.62385 -0.48 -1.20 1.36
```
Positions in Å, forces in eV/Å.

Summary:
Energy: -55704.5651 eV
F_max: 4.77 eV/A
HOMO-LUMO gap (spin up / spin down): 7.541 / 7.769 eV
Total charge: 0
HOMO energy (spin up / spin down): -8.81 / -9.08 eV

[7]
This record from the Open Molecules 2025 dataset describes a 2-piece molecular cluster, C2H2Cl3NO overall. The level of theory is ωB97M-V/def2-TZVPD.

The geometry in XYZ format:
```
9
Properties=species:S:1:pos:R:3:forces:R:3
C -1.20692 -1.56588 -0.76143 -0.77 -1.13 -0.76
C 0.97858 0.90340 1.40416 -2.33 -0.05 -1.08
N -0.58237 -1.07582 -1.89450 1.53 0.29 0.26
O -1.91266 -1.72158 -1.87479 -0.23 0.55 0.91
Cl 1.59254 2.13664 0.36493 0.64 0.53 -0.35
Cl 1.51035 -0.67657 0.97790 0.94 -0.50 0.29
Cl -0.84149 0.84197 1.14605 0.30 0.48 0.45
H 1.07493 1.21120 2.41527 0.52 -0.23 0.81
H -0.61297 -0.05334 -1.77757 -0.61 0.06 -0.53
```
Positions in Å, forces in eV/Å.

Summary:
Energy: -43206.1212 eV
F_max: 2.57 eV/A
HOMO-LUMO gap: 11.123 eV
Total charge: 0
HOMO energy: -10.61 eV

[8]
This record from the Open Molecules 2025 dataset describes a 2-piece molecular cluster, C2H2Cl3NO overall. The level of theory is ωB97M-V/def2-TZVPD.

The geometry in XYZ format:
```
9
Properties=species:S:1:pos:R:3:forces:R:3
C 1.37579 -0.14833 0.07156 -3.32 1.93 -0.66
C -1.39058 -0.54642 0.24378 1.40 1.32 0.17
N 1.46744 1.21538 -0.15089 3.56 -0.59 0.75
O 1.36048 0.16788 -1.19534 0.21 -0.46 -1.87
Cl -1.71435 -1.57647 -1.06240 -0.18 -0.12 -0.21
Cl -1.95850 -1.03118 1.79299 -0.05 0.17 -0.23
Cl -1.51109 1.20286 -0.12455 -0.87 -1.14 0.23
H 1.77142 -0.92800 0.57726 1.64 -1.98 1.59
H 0.59940 1.64426 -0.15240 -2.39 0.88 0.25
```
Positions in Å, forces in eV/Å.

Summary:
Energy: -43204.6057 eV
F_max: 3.89 eV/A
HOMO-LUMO gap (spin up / spin down): 9.034 / 7.297 eV
Total charge: 0
HOMO energy (spin up / spin down): -8.57 / -8.01 eV

[9]
This record from the Open Molecules 2025 dataset describes a 2-piece molecular cluster, C2H2Cl3NO2 overall. The level of theory is ωB97M-V/def2-TZVPD.

The geometry in XYZ format:
```
10
Properties=species:S:1:pos:R:3:forces:R:3
C -0.21538 -1.08967 0.28813 2.73 0.62 -0.18
C 1.00223 0.73995 -0.93066 0.47 -1.65 1.74
N -0.93271 -0.05163 1.00553 -0.57 -1.52 -0.93
O -0.43931 0.47634 1.97166 0.85 -0.08 0.91
O -2.01291 0.25469 0.52949 -0.38 0.35 -0.12
Cl -1.11528 -1.91467 -0.90387 0.41 0.07 0.42
Cl -0.32957 1.26818 -1.79657 0.20 -0.11 -1.04
Cl 1.35644 1.71796 0.41120 0.68 0.39 -0.22
H 0.75257 -1.58579 0.72197 -2.42 1.14 -0.55
H 1.93392 0.18465 -1.29687 -1.97 0.78 -0.03
```
Positions in Å, forces in eV/Å.

Summary:
Energy: -45252.5249 eV
F_max: 2.81 eV/A
HOMO-LUMO gap (spin up / spin down): 8.012 / 7.396 eV
Total charge: 0
HOMO energy (spin up / spin down): -9.18 / -8.92 eV

[10]
This record from the Open Molecules 2025 dataset describes a 2-piece molecular cluster, C2H2ClF overall. The level of theory is ωB97M-V/def2-TZVPD.

The geometry in XYZ format:
```
6
Properties=species:S:1:pos:R:3:forces:R:3
C -0.80056 -0.20528 -0.01788 -0.17 -0.01 -0.06
C 0.48868 -0.19533 -0.08040 0.64 3.48 0.53
F 1.16517 1.83403 -0.05170 -1.20 -3.36 -0.29
Cl 1.87547 -0.97959 0.11420 0.42 -0.21 -0.04
H -1.32300 -1.11158 0.26045 0.16 -0.27 -0.22
H -1.40577 0.65775 -0.22467 0.16 0.38 0.08
```
Positions in Å, forces in eV/Å.

Summary:
Energy: -17342.2640 eV
F_max: 3.58 eV/A
HOMO-LUMO gap (spin up / spin down): 9.671 / 9.672 eV
Total charge: 0
HOMO energy (spin up / spin down): -10.90 / -10.90 eV

[11]
This record from the Open Molecules 2025 dataset describes C2H2ClF2I as an isolated structure. The level of theory is ωB97M-V/def2-TZVPD.

The geometry in XYZ format:
```
8
Properties=species:S:1:pos:R:3:forces:R:3
C -0.06811 -0.42519 0.15311 2.45 0.67 2.07
C -1.36489 -1.01107 0.39424 -1.84 -0.68 0.54
F 0.96256 -1.29848 0.23532 1.13 -2.59 -0.50
F -1.44179 -1.41088 1.69742 -0.15 0.02 -0.28
Cl -1.74648 -2.36170 -0.64526 0.35 -0.72 -0.17
I -2.85670 0.44406 -0.04445 -0.23 0.60 0.30
H 0.06587 0.06143 -0.73986 -0.39 1.33 -2.25
H 0.28345 0.16891 0.98415 -1.32 1.38 0.29
```
Positions in Å, forces in eV/Å.

Summary:
Energy: -28163.5458 eV
F_max: 3.27 eV/A
HOMO-LUMO gap: 10.014 eV
Total charge: 0
HOMO energy: -10.08 eV

[12]
This record from the Open Molecules 2025 dataset describes one molecule with the formula C2H2ClF3. The level of theory is ωB97M-V/def2-TZVPD.

The geometry in XYZ format:
```
8
Properties=species:S:1:pos:R:3:forces:R:3
C -0.16855 0.59230 -0.51200 -0.15 -2.19 -1.70
C -0.00070 -0.52813 0.47767 0.60 -1.32 -2.07
H 0.56188 0.49215 -1.32191 0.17 -0.40 0.23
H -1.13845 0.49466 -1.06607 0.18 0.72 1.14
F 0.13130 1.66287 0.16820 -0.42 3.58 1.02
F -0.87972 -0.55966 1.46378 -0.26 -0.04 0.03
F -0.14483 -1.64439 -0.32871 -0.15 -0.11 1.04
Cl 1.63907 -0.50980 1.11903 0.03 -0.24 0.31
```
Positions in Å, forces in eV/Å.

Summary:
Energy: -22780.8756 eV
F_max: 3.75 eV/A
HOMO-LUMO gap: 12.731 eV
Total charge: 0
HOMO energy: -11.89 eV